{"formula": "C4H8O2", "method": "ωB97M-V with the def2-TZVPD basis set", "elements": ["C", "C", "C", "O", "C", "O", "H", "H", "H", "H", "H", "H", "H", "H"], "xyz": [[1.268686, -0.280011, 1.132320], [-1.206889, 0.376261, 0.522921], [-1.044522, 1.224721, -0.705389], [-0.825127, 0.627900, -1.960238], [0.485527, -1.165686, 0.163849], [-0.935672, -0.924614, 0.258516], [1.147926, 0.779882, 0.889409], [2.334238, -0.521064, 1.063724], [0.925085, -0.441255, 2.156558], [-0.281606, 2.003632, -0.557692], [-2.018866, 1.749422, -0.639867], [-1.297613, -0.216404, -1.932971], [0.613012, -2.205192, 0.467288], [0.835820, -1.007594, -0.858427]], "atomic_forces_ev_per_a": [[0.1, -0.1, 0.0], [-0.2, -0.1, -0.3], [-0.1, 0.2, 0.3], [0.0, -0.3, 0.1], [0.6, 0.0, 0.0], [-0.2, 0.4, 0.6], [0.1, -0.2, 0.1], [-0.1, 0.0, 0.0], [0.1, 0.0, -0.1], [-0.2, -0.1, 0.2], [0.1, 0.1, -0.3], [0.1, 0.1, -0.2], [-0.1, 0.0, -0.3], [-0.1, -0.1, 0.0]], "lowdin_charge": [-0.084, 0.012, -0.302, -0.062, -0.222, -0.156, 0.066, 0.085, 0.087, 0.129, 0.120, 0.090, 0.123, 0.115], "homo_ha": -0.3044, "relative_energy_kcal_mol": 111.3, "homo_lumo_gap_ev": 8.5}

***

{"formula": "C4H8O2", "method": "ωB97M-V with the def2-TZVPD basis set", "elements": ["C", "C", "C", "C", "O", "H", "H", "H", "H", "H", "H", "O", "H", "H"], "xyz": [[-0.863800, -0.317894, -1.235184], [-0.036613, 0.716389, -0.533826], [1.145941, 0.534705, 0.081381], [1.816196, -0.776579, 0.266032], [1.376799, -1.863269, -0.058689], [-1.918068, -0.030960, -1.266328], [-0.492487, -0.400999, -2.264075], [-0.764376, -1.295942, -0.761882], [-0.454507, 1.727126, -0.516676], [1.621114, 1.391479, 0.562866], [2.803165, -0.717707, 0.771042], [-1.428589, 0.290670, 1.690356], [-1.503077, 1.250923, 1.731765], [-0.478436, 0.162962, 1.601896]], "atomic_forces_ev_per_a": [[0.1, 0.0, 0.0], [0.1, 0.0, -0.1], [-0.1, -0.1, 0.0], [-0.1, -0.2, -0.1], [0.2, 0.6, 0.1], [0.2, 0.0, 0.0], [-0.1, -0.1, 0.1], [0.0, 0.2, -0.1], [0.2, -0.2, -0.1], [0.0, -0.2, -0.2], [-0.1, 0.0, 0.0], [-0.2, 0.2, 0.4], [-0.2, -0.1, 0.1], [-0.1, -0.2, 0.1]], "lowdin_charge": [-0.081, -0.154, -0.110, -0.264, 0.032, 0.080, 0.093, 0.074, 0.112, 0.101, 0.112, -0.049, 0.047, 0.008], "homo_ha": -0.3632, "relative_energy_kcal_mol": 41.7, "smiles": "C/C=C\\C=O.O", "homo_lumo_gap_ev": 10.0}

***

{"formula": "C4H8O2", "method": "ωB97M-V with the def2-TZVPD basis set", "elements": ["C", "C", "C", "O", "O", "C", "H", "H", "H", "H", "H", "H", "H", "H"], "xyz": [[-0.162212, -0.654201, -1.377423], [-0.303067, 0.275969, -0.387752], [-1.207208, 1.457052, -0.260374], [-0.609697, 2.465408, 0.476553], [0.445812, 0.143421, 0.839313], [1.197366, -1.280297, 0.855783], [0.544619, -1.488295, -0.958958], [-0.462055, -0.713335, -2.582104], [-1.485837, 1.941054, -1.243973], [-1.869954, 1.055624, 0.482002], [-0.193055, 1.745017, 1.196388], [1.499441, -1.447999, 1.976305], [0.496442, -2.259107, 0.720040], [2.109407, -1.240310, 0.264200]], "atomic_forces_ev_per_a": [[1.2, -0.7, -0.5], [1.4, -1.6, -1.5], [0.4, 0.3, -1.1], [2.7, -1.9, 3.5], [0.2, -4.0, -2.0], [-1.7, -0.1, 3.8], [-1.7, 1.5, -2.2], [0.4, 0.6, 3.9], [-0.5, -1.3, 1.1], [-2.2, -0.3, -0.7], [-0.8, 3.7, -1.8], [-0.5, 1.0, -2.0], [1.4, 2.8, -0.2], [-0.4, 0.0, -0.2]], "lowdin_charge": [0.026, -0.352, -0.266, -0.108, -0.170, -0.040, 0.030, 0.130, 0.156, 0.119, 0.160, 0.105, 0.135, 0.076], "homo_ha": -0.3343, "relative_energy_kcal_mol": 114.4, "smiles": "C=C(CO)OC", "homo_lumo_gap_ev": 9.8}

***

{"formula": "C4H8O2", "method": "ωB97M-V with the def2-TZVPD basis set", "elements": ["C", "O", "C", "C", "C", "O", "H", "H", "H", "H", "H", "H", "H", "H"], "xyz": [[-2.295473, -0.229629, -0.379517], [-1.091450, 0.930570, 0.119720], [-0.011339, 0.318004, 0.847761], [0.790985, -0.659530, 0.025861], [1.936364, -0.169878, -0.749761], [2.120483, -0.813613, 0.499741], [-2.494210, -0.608899, 0.645471], [-3.084086, 0.544560, -0.485112], [-0.767684, 1.148544, -0.767717], [-0.484422, -0.168269, 1.703024], [0.648969, 1.114229, 1.206597], [0.287235, -1.571637, -0.286416], [2.166256, 0.897480, -0.762613], [2.278372, -0.731932, -1.617036]], "atomic_forces_ev_per_a": [[-0.1, 0.2, 0.3], [0.0, -0.1, -0.3], [0.1, 0.0, 0.2], [-0.3, 0.0, 0.0], [0.0, 0.1, -0.3], [0.1, -0.1, 0.1], [0.1, 0.0, -0.2], [0.1, -0.2, -0.1], [0.0, 0.0, 0.1], [0.1, 0.0, -0.1], [-0.1, -0.1, 0.0], [0.1, 0.2, 0.0], [0.0, -0.2, 0.0], [-0.1, 0.1, 0.1]], "lowdin_charge": [0.000, -0.166, -0.141, -0.281, -0.108, -0.030, -0.028, -0.027, 0.129, 0.135, 0.139, 0.143, 0.118, 0.117], "homo_ha": -0.2880, "relative_energy_kcal_mol": 142.8, "homo_lumo_gap_ev": 8.4}

***

What did the fourth record say?
{"formula": "C4H8O2", "method": "ωB97M-V with the def2-TZVPD basis set", "elements": ["C", "O", "C", "C", "C", "O", "H", "H", "H", "H", "H", "H", "H", "H"], "xyz": [[-2.295473, -0.229629, -0.379517], [-1.091450, 0.930570, 0.119720], [-0.011339, 0.318004, 0.847761], [0.790985, -0.659530, 0.025861], [1.936364, -0.169878, -0.749761], [2.120483, -0.813613, 0.499741], [-2.494210, -0.608899, 0.645471], [-3.084086, 0.544560, -0.485112], [-0.767684, 1.148544, -0.767717], [-0.484422, -0.168269, 1.703024], [0.648969, 1.114229, 1.206597], [0.287235, -1.571637, -0.286416], [2.166256, 0.897480, -0.762613], [2.278372, -0.731932, -1.617036]], "atomic_forces_ev_per_a": [[-0.1, 0.2, 0.3], [0.0, -0.1, -0.3], [0.1, 0.0, 0.2], [-0.3, 0.0, 0.0], [0.0, 0.1, -0.3], [0.1, -0.1, 0.1], [0.1, 0.0, -0.2], [0.1, -0.2, -0.1], [0.0, 0.0, 0.1], [0.1, 0.0, -0.1], [-0.1, -0.1, 0.0], [0.1, 0.2, 0.0], [0.0, -0.2, 0.0], [-0.1, 0.1, 0.1]], "lowdin_charge": [0.000, -0.166, -0.141, -0.281, -0.108, -0.030, -0.028, -0.027, 0.129, 0.135, 0.139, 0.143, 0.118, 0.117], "homo_ha": -0.2880, "relative_energy_kcal_mol": 142.8, "homo_lumo_gap_ev": 8.4}

***

Please write out number 3 again, unchanged.
{"formula": "C4H8O2", "method": "ωB97M-V with the def2-TZVPD basis set", "elements": ["C", "C", "C", "O", "O", "C", "H", "H", "H", "H", "H", "H", "H", "H"], "xyz": [[-0.162212, -0.654201, -1.377423], [-0.303067, 0.275969, -0.387752], [-1.207208, 1.457052, -0.260374], [-0.609697, 2.465408, 0.476553], [0.445812, 0.143421, 0.839313], [1.197366, -1.280297, 0.855783], [0.544619, -1.488295, -0.958958], [-0.462055, -0.713335, -2.582104], [-1.485837, 1.941054, -1.243973], [-1.869954, 1.055624, 0.482002], [-0.193055, 1.745017, 1.196388], [1.499441, -1.447999, 1.976305], [0.496442, -2.259107, 0.720040], [2.109407, -1.240310, 0.264200]], "atomic_forces_ev_per_a": [[1.2, -0.7, -0.5], [1.4, -1.6, -1.5], [0.4, 0.3, -1.1], [2.7, -1.9, 3.5], [0.2, -4.0, -2.0], [-1.7, -0.1, 3.8], [-1.7, 1.5, -2.2], [0.4, 0.6, 3.9], [-0.5, -1.3, 1.1], [-2.2, -0.3, -0.7], [-0.8, 3.7, -1.8], [-0.5, 1.0, -2.0], [1.4, 2.8, -0.2], [-0.4, 0.0, -0.2]], "lowdin_charge": [0.026, -0.352, -0.266, -0.108, -0.170, -0.040, 0.030, 0.130, 0.156, 0.119, 0.160, 0.105, 0.135, 0.076], "homo_ha": -0.3343, "relative_energy_kcal_mol": 114.4, "smiles": "C=C(CO)OC", "homo_lumo_gap_ev": 9.8}